C20H25NO4S2 | ωB97M-V/def2-TZVPD

Element x y z (Å)
C 2.15 3.34 2.20
C 1.41 4.43 2.57
S 0.09 4.99 1.46
O -0.60 3.79 1.01
O -0.74 6.02 2.05
C 0.93 5.81 0.08
C 0.71 7.17 -0.15
C 1.36 7.80 -1.21
C 2.23 7.08 -2.03
C 2.48 5.73 -1.77
C 1.78 5.07 -0.75
S 1.59 5.61 3.97
O 3.00 5.70 4.29
O 0.64 5.24 5.00
C 1.08 7.33 3.57
C -0.19 7.84 3.86
C -0.53 9.16 3.52
C 0.43 10.01 2.95
C 1.72 9.51 2.71
C 2.04 8.19 3.03
H 1.91 2.73 1.32
H 2.98 2.99 2.81
H 0.02 7.73 0.50
H 1.17 8.86 -1.40
H 2.71 7.56 -2.89
H 3.19 5.16 -2.37
H 1.87 3.99 -0.59
H -0.95 7.21 4.34
H -1.54 9.52 3.70
H 0.18 11.05 2.70
H 2.49 10.16 2.28
H 3.05 7.80 2.85
C -0.03 1.55 -0.78
N 0.39 0.48 0.08
C 1.22 -0.50 -0.66
C 1.00 -2.00 -0.47
C 0.35 -2.36 0.86
C -0.90 -1.53 1.12
C -0.72 -0.02 0.91
H -1.11 1.48 -1.01
H 0.06 2.54 -0.34
H 0.56 1.59 -1.71
H 1.11 -0.26 -1.73
H 2.27 -0.30 -0.42
H 0.41 -2.38 -1.31
H 1.98 -2.48 -0.54
H 0.13 -3.44 0.90
H 1.07 -2.11 1.65
H -1.73 -1.88 0.49
H -1.22 -1.68 2.15
H -0.62 0.42 1.92
H -1.65 0.40 0.50

Properties
Total charge: 0
Structure (SMILES): C=C(S(=O)(=O)c1ccccc1)S(=O)(=O)c1ccccc1.CN1CCCCC1
Largest force on an atom: 2.26 eV/A
Frontier orbital gap: 7.26 eV

Atomic partial charges in e from the Löwdin method, atoms 1 to 2: C 0.091; C -0.335